w.
Molecular formula: C6H9NO2
Method: DFT, ωB97M-V/def2-TZVPD

HOMO energy = -0.351 hartree
SMILES string = [H]/N=C(/O)C#CCCCO

Each line ends with the Löwdin charge.
Cartesian coordinates (Å):
H  0.07276  -3.87813  -0.31281  0.06
N  -0.80925  -4.07937  0.14859  0.09
C  -1.63589  -3.06723  0.10401  -0.50
O  -2.67061  -3.40352  0.85253  -0.03
C  -1.17645  -1.70897  0.30332  0.06
C  -0.77710  -0.57298  0.44188  -0.01
C  -0.28822  0.79665  0.57343  -0.21
C  0.74147  1.16038  -0.50282  -0.19
C  1.20284  2.59999  -0.37242  -0.29
O  2.14296  2.86604  -1.39556  -0.07
H  -2.14128  -4.42779  1.14151  0.24
H  0.15282  0.91186  1.57643  0.13
H  -1.14767  1.48385  0.52859  0.13
H  0.30159  1.00990  -1.49949  0.13
H  1.61048  0.49127  -0.42135  0.13
H  1.65509  2.75870  0.62233  0.12
H  0.33588  3.27903  -0.45417  0.12
H  2.43060  3.78034  -1.33400  0.08

---

x.
Molecular formula: C6H9NO2
Method: DFT, ωB97M-V/def2-TZVPD

HOMO energy = -0.357 hartree
SMILES string = C=CC(O)C=C.N=C=O

Each line ends with the Löwdin charge.
Cartesian coordinates (Å):
C  -1.69049  -0.56539  1.31533  0.05
C  -0.63940  -0.74128  0.50586  -0.15
C  -0.59571  0.12012  -0.90325  -0.39
O  -0.99847  1.41283  -0.69115  -0.07
C  0.80442  -0.00623  -1.43074  -0.15
C  1.19263  -0.95459  -2.26842  0.01
H  -2.13832  0.41131  1.42839  0.08
H  -2.03567  -1.33925  1.98375  0.07
H  -0.19913  -1.72377  0.39687  0.11
H  -1.30859  -0.38120  -1.56478  0.15
H  -0.45651  1.75395  0.11070  0.07
H  1.51690  0.69884  -1.01825  0.11
H  2.22622  -1.06353  -2.55941  0.05
H  0.49966  -1.68903  -2.65812  0.06
N  0.55325  1.63670  1.50844  0.15
C  0.86375  0.45253  1.70601  -0.41
O  1.59874  -0.41161  2.01813  0.16
H  0.80670  2.38961  2.12064  0.10

---

y.
Molecular formula: C6H9NO2
Method: DFT, ωB97M-V/def2-TZVPD

HOMO energy = -0.293 hartree
SMILES string = C=C(C=O)C/C(O)=C\N

Each line ends with the Löwdin charge.
Cartesian coordinates (Å):
C  1.42129  -2.16697  0.53715  0.08
C  0.66552  -1.06795  0.39533  -0.26
C  -0.81845  -1.21121  0.68012  -0.23
O  -1.49468  -2.07223  0.12347  0.04
C  1.16644  0.23674  -0.16041  -0.09
C  0.15514  1.30470  0.17100  -0.35
O  0.42757  2.01596  1.31841  0.03
C  -1.03044  1.43820  -0.47936  -0.20
N  -1.36022  1.01194  -1.75117  0.04
H  1.00653  -3.09385  0.92616  0.07
H  2.47326  -2.17018  0.26889  0.07
H  -1.16469  -0.64692  1.56292  0.13
H  1.28675  0.15150  -1.24692  0.12
H  2.13691  0.49853  0.27714  0.13
H  -0.23874  2.71832  1.42030  0.11
H  -1.77087  2.14150  -0.09701  0.12
H  -0.64033  0.45133  -2.20309  0.08
H  -2.22098  0.46059  -1.74294  0.09

---

z.
Molecular formula: C6H9NO2
Method: DFT, ωB97M-V/def2-TZVPD

HOMO energy = -0.327 hartree
SMILES string = C=N/C(C)=C\C.O=C=O

Each line ends with the Löwdin charge.
Cartesian coordinates (Å):
C  2.30229  0.20088  0.14691  0.02
N  1.46143  0.39498  -0.75941  0.06
C  0.18138  -0.07306  -0.86341  -0.35
C  0.01625  -1.35394  -1.55192  -0.03
C  -0.86862  0.45914  -0.12577  -0.18
C  -0.78907  1.82102  0.51065  -0.09
H  3.28330  0.66061  0.06273  0.08
H  2.08624  -0.35864  1.06384  0.10
H  0.00361  -2.05284  -0.60815  0.11
H  0.75413  -1.52466  -2.33145  0.09
H  -0.98497  -1.49320  -1.94923  0.09
H  -1.85096  0.22904  -0.52938  0.12
H  0.19863  2.00544  0.93376  0.07
H  -1.01004  2.59881  -0.22194  0.08
H  -1.51175  1.89451  1.32068  0.07
O  -0.75010  -2.06277  1.04771  0.08
C  -1.10356  -0.99893  1.46492  -0.48
O  -1.41819  -0.34640  2.38950  0.15

---

Which structure wins on stability? z wins.

---

w.
Molecular formula: C2H2O2S
Method: DFT, ωB97M-V/def2-TZVPD

HOMO energy = -0.380 hartree
SMILES string = O=CC(=O)S

Each line ends with the Löwdin charge.
Cartesian coordinates (Å):
O  0.70740  1.40788  -1.38623  0.08
C  0.42832  0.23623  -1.33080  -0.24
C  -0.16752  -0.57690  -0.16930  -0.72
O  -0.73340  -1.64755  -0.31166  0.03
S  -0.17189  0.22220  1.44630  0.82
H  0.45633  -0.56007  -2.18948  0.15
H  0.93718  0.96619  1.63237  -0.12

---

x.
Molecular formula: C2H2O2S
Method: DFT, ωB97M-V/def2-TZVPD

HOMO energy = -0.373 hartree

Each line ends with the Löwdin charge.
Cartesian coordinates (Å):
C  1.65593  -0.26735  0.10060  -0.30
C  0.32481  0.14977  -0.16820  -0.32
O  3.97059  0.69248  -0.12140  -0.51
O  0.97178  1.37088  0.08963  -0.07
S  3.22903  -0.54162  0.01763  0.95
H  -0.09685  0.16287  -1.15232  0.11
H  -0.57152  0.05952  0.55281  0.14

---

Which structure wins on stability? w wins.

---

w.
Molecular formula: ClH2NO
Method: DFT, ωB97M-V/def2-TZVPD

HOMO energy (alpha / beta) = -0.397 / -0.345 hartree

Each line ends with the Löwdin charge.
Cartesian coordinates (Å):
N  -0.38479  -0.27777  -0.03626  -0.10
O  -1.23330  -1.14648  -0.14633  -0.20
Cl  -3.45654  0.17045  0.12691  -0.02
H  0.24316  -0.20028  0.87864  0.18
H  0.04812  0.17876  -0.87316  0.14

---

x.
Molecular formula: ClH2NO
Method: DFT, ωB97M-V/def2-TZVPD

HOMO energy = -0.388 hartree
SMILES string = NOCl

Each line ends with the Löwdin charge.
Cartesian coordinates (Å):
N  0.43160  -0.03336  -0.66146  -0.05
O  -0.59912  -0.65807  -0.16989  -0.52
Cl  -1.19619  -0.12930  1.57984  0.38
H  1.06939  -0.15642  0.12593  0.09
H  0.29433  0.97715  -0.87441  0.12

---

y.
Molecular formula: ClH2NO
Method: DFT, ωB97M-V/def2-TZVPD

HOMO energy (alpha / beta) = -0.356 / -0.355 hartree

Each line ends with the Löwdin charge.
Cartesian coordinates (Å):
N  0.88023  0.49650  -0.00846  0.16
O  -1.09621  -0.77532  -0.17124  -0.76
Cl  -2.22317  0.23539  -0.09013  0.62
H  1.07095  0.14855  0.91475  -0.01
H  1.36820  -0.10511  -0.64491  -0.01

---

Which structure wins on stability? x wins.